{
  "formula": "C12H19NO2",
  "method": "ωB97M-V/def2-TZVPD",
  "e_homo_ev": -8.5,
  "fmax_ev_per_a": 1.408,
  "gap_ha": 0.33571,
  "smiles": "CCN(C)C(C)=O.Cc1ccc(O)cc1",
  "relative_energy_kcal_mol": 8.1,
  "molar_mass_g_mol": 209.3,
  "elements": ["O", "O", "N", "C", "C", "C", "C", "C", "C", "C", "C", "C", "C", "C", "C", "H", "H", "H", "H", "H", "H", "H", "H", "H", "H", "H", "H", "H", "H", "H", "H", "H", "H", "H"],
  "coordinates": [[0.77822, -0.53136, -1.51980], [-4.51914, 1.72983, 0.64347], [-3.34419, -0.06283, -0.04904], [-2.92644, 0.84015, 2.18794], [1.91978, 0.38979, 0.38316], [-2.28428, -2.11120, -0.98791], [-4.13467, -0.02156, -1.29417], [1.93603, -0.25865, -0.84947], [-2.16780, -0.98397, 0.05034], [4.32696, -0.37518, -0.75022], [3.12124, 0.65710, 1.02561], [-3.67041, 0.87828, 0.86242], [5.62667, 0.56793, 1.19046], [4.34428, 0.28597, 0.47384], [3.13725, -0.65221, -1.41194], [6.48858, 0.62452, 0.53081], [-1.28707, -0.37537, -0.10089], [-2.84701, -0.15602, 2.61388], [0.99086, 0.70516, 0.83856], [-3.72301, -0.70712, -2.02608], [-2.11998, -1.40690, 1.05060], [3.15270, -1.14436, -2.37504], [-2.86718, -2.91106, -0.53849], [3.07263, 1.11230, 2.00552], [5.26083, -0.65331, -1.22345], [0.00420, -0.25027, -1.01831], [-3.50142, 1.47209, 2.86245], [-5.17599, -0.23273, -1.07104], [-1.30619, -2.50456, -1.25774], [5.57223, 1.51167, 1.73364], [5.84899, -0.17483, 1.96355], [-4.07842, 0.97150, -1.74234], [-2.76257, -1.72531, -1.86711], [-1.95338, 1.31640, 2.07390]],
  "mulliken_charge": [-0.5799, -0.6442, 0.0463, -1.0516, -0.2813, -1.1560, -0.9382, 0.9417, 0.3453, -0.4746, -0.7344, 0.6749, -1.3848, 0.5105, -0.6007, 0.3652, -0.2002, 0.3228, 0.3375, 0.3257, 0.2150, 0.3931, 0.3575, 0.3496, 0.3383, 0.0102, 0.3472, 0.2847, 0.3811, 0.3566, 0.2749, 0.3445, 0.3156, 0.2080]
}